#i
Computed, not measured: a cluster of 2 separate species, C3H8NO2P in total, with ωB97M-V/def2-TZVPD.

Last column: natural (NBO) charge in e.
Positions of all 15 atoms, in Å:
1 C 0.563 -1.261 -0.498  0.652
2 C 1.103 1.035 0.799  -0.686
3 C 0.019 -0.274 -1.378  -0.051
4 N -1.257 0.202 -1.301  -0.769
5 O -0.300 -1.812 0.460  -0.712
6 O 1.735 -1.695 -0.560  -0.648
7 P -0.219 1.238 2.066  0.274
8 H 1.865 0.191 1.136  0.242
9 H 1.284 1.818 0.097  0.197
10 H 0.617 0.260 -2.098  0.214
11 H -2.048 -0.406 -0.999  0.411
12 H 0.361 -2.442 0.758  0.499
13 H -1.496 1.100 -1.731  0.401
14 H -0.864 0.051 1.734  0.001
15 H -1.364 1.995 1.515  -0.024

Results
HOMO level (spin up / spin down) ... -7.74 / -7.81 eV
E_LUMO (spin up / spin down) ... 0.11 / -0.27 eV
Net charge ... 0



#ii
Computed, not measured: a cluster of 2 separate species, C3H8NO2P in total, with ωB97M-V/def2-TZVPD.

Last column: natural (NBO) charge in e.
Positions of all 15 atoms, in Å:
1 C -1.673 -0.200 0.288  -0.019
2 C -1.541 0.807 0.974  -0.215
3 C -1.933 -1.450 -0.403  -0.301
4 N -0.632 -2.012 -0.806  -0.829
5 O 3.393 1.717 0.690  -0.985
6 O 1.460 1.287 -1.084  -0.971
7 P 1.751 1.649 0.587  1.076
8 H 3.803 0.960 1.125  0.496
9 H -1.344 1.648 1.444  0.214
10 H -2.450 -1.160 -1.411  0.211
11 H -2.489 -2.169 0.075  0.207
12 H 0.029 -1.763 -0.017  0.364
13 H 0.752 0.598 -0.991  0.492
14 H -0.789 -3.027 -0.916  0.364
15 H 1.663 3.114 0.444  -0.104

Results
HOMO level ... -9.21 eV
E_LUMO ... 0.62 eV
Net charge ... 0



#ii takes first place; second place is 1.355 eV up.



#i
Computed, not measured: a structure of composition C6H10NO, with ωB97M-V/def2-TZVPD.

Last column: natural (NBO) charge in e.
Positions of all 18 atoms, in Å:
1 O 2.218 1.626 1.102  -0.580
2 C 1.877 1.720 -0.133  0.273
3 C 1.028 0.759 -0.819  -0.419
4 C 1.006 -0.591 -0.098  -0.479
5 C 0.215 -0.421 1.206  0.043
6 C -1.128 -0.296 1.180  -0.076
7 N -1.896 -0.962 0.242  -0.377
8 C -1.701 -0.742 -1.248  -0.131
9 H 2.485 2.430 -0.701  0.205
10 H 0.506 1.610 -0.112  0.305
11 H 0.806 0.863 -1.876  0.270
12 H 0.437 -1.378 -0.586  0.253
13 H 2.001 -0.976 0.165  0.271
14 H 0.745 -0.532 2.166  0.282
15 H -1.592 0.230 2.022  0.250
16 H -2.449 -1.742 0.596  0.434
17 H -2.412 0.062 -1.413  0.265
18 H -2.145 -1.661 -1.691  0.210

Results
HOMO level ... -13.11 eV
E_LUMO ... -7.45 eV
Net charge ... +1



#ii
Computed, not measured: the ion C6H10NO with charge +1, with ωB97M-V/def2-TZVPD.

Last column: natural (NBO) charge in e.
Positions of all 18 atoms, in Å:
1 C 0.094 -1.428 -1.408  -0.043
2 C 0.698 -0.631 -2.122  0.182
3 C -0.606 -2.414 -0.745  -0.236
4 C 0.439 -0.201 1.776  -0.510
5 C -0.859 0.708 -0.225  -0.343
6 C 0.483 1.267 -0.803  -0.134
7 N -0.612 -0.269 0.825  -0.235
8 O 0.744 0.767 -2.173  -0.433
9 H -1.643 -2.495 -0.657  0.241
10 H -0.071 -3.321 -0.395  0.249
11 H 1.300 -0.586 1.239  0.219
12 H 0.448 0.793 2.220  0.222
13 H 0.270 -0.867 2.740  0.248
14 H -1.424 0.263 -1.115  0.232
15 H -1.481 1.556 0.260  0.277
16 H 0.518 2.431 -0.941  0.246
17 H 1.340 0.911 -0.080  0.259
18 H 0.157 1.215 -2.742  0.559

Results
HOMO level (spin up / spin down) ... -13.55 / -12.87 eV
E_LUMO (spin up / spin down) ... -5.61 / -4.36 eV
Net charge ... +1



#i takes first place; second place is 1.769 eV up.